1.
Computed, not measured: C28H72F3N6O8Sr as an isolated structure, with ωB97M-V/def2-TZVPD.

The geometry in XYZ format:
```
118
C28H72F3N6O8Sr, DFT ωB97M-V/def2-TZVPD
Sr 1.32790 -3.45580 0.84853
C -0.84958 -0.21230 0.75100
O -0.82626 0.80859 -0.15330
O 0.22895 -1.04516 0.40050
C -1.02022 0.29183 2.25914
F 0.15094 0.69336 2.83688
F -1.90536 1.28084 2.39012
F -1.52164 -0.68211 3.03904
C -1.19729 0.53519 -1.53367
C -0.47157 1.51027 -2.44869
H 0.56988 1.20577 -2.34495
H -0.71552 1.36802 -3.50148
H -0.43453 2.49622 -1.98542
H -2.24795 0.79280 -1.66723
H -1.03763 -0.42589 -2.02247
H -1.88585 -0.53419 0.64790
C -7.06399 4.04091 1.51819
C -6.58868 3.69044 2.94804
C -5.50420 2.52770 3.00436
O -5.23539 2.33765 4.37922
C -4.00020 1.71817 4.68081
N -6.09704 4.91552 3.52170
H -6.23265 4.31859 0.87022
H -7.78040 4.85995 1.58169
H -7.67770 3.23850 1.10879
H -7.43333 3.35606 3.55042
H -4.61624 2.80934 2.43841
H -5.93891 1.62704 2.57085
H -4.06774 0.72571 4.23520
H -3.92404 1.59425 5.76106
H -3.12622 2.29440 4.37712
H -5.69041 4.61468 4.39591
H -6.88366 5.42008 3.90478
C 5.52022 -1.08538 1.54286
C 4.08166 -1.61243 1.99195
C 3.36569 -0.54595 2.80559
O 4.24027 -0.16263 3.87431
C 3.78290 1.09922 4.38760
N 3.46785 -2.11481 0.75413
H 6.05668 -1.75890 0.87451
H 6.13095 -0.96579 2.43774
H 5.49176 -0.12643 1.02547
H 4.15820 -2.47677 2.65163
H 2.42805 -0.95075 3.18646
H 3.13545 0.34891 2.22738
H 4.01741 1.08051 5.45191
H 2.71914 1.29544 4.25335
H 4.38794 1.91533 3.99266
H 3.28497 -1.30729 0.17572
H 4.26310 -2.52395 0.28479
C -1.33554 -4.41422 -7.42704
C -2.55270 -3.55900 -7.04228
C -2.38745 -2.07390 -7.38113
O -1.19045 -1.53336 -6.94073
C -1.03371 -1.31201 -5.57195
N -3.72031 -4.22279 -7.61570
H -1.00353 -4.39064 -8.46498
H -1.58271 -5.47066 -7.32236
H -0.46862 -4.01149 -6.90325
H -2.59574 -3.60906 -5.95428
H -3.34793 -1.69465 -7.03219
H -2.39208 -1.95827 -8.46497
H -0.98426 -2.28467 -5.08245
H -1.92309 -0.72773 -5.33591
H -0.13505 -0.75120 -5.31502
H -4.46825 -3.57645 -7.82292
H -4.13278 -4.83159 -6.92336
C 3.28411 1.75817 -3.13507
C 3.40038 0.21117 -2.85789
C 4.80632 -0.36323 -3.29086
O 5.05815 -0.14763 -4.65501
C 6.37353 -0.64119 -5.01070
N 3.03065 -0.09011 -1.46912
H 2.41205 2.19530 -2.64873
H 3.41287 2.07838 -4.16899
H 4.08209 2.39942 -2.76074
H 2.64482 -0.23349 -3.50558
H 4.93627 -1.42721 -3.09296
H 5.55455 0.08289 -2.63570
H 6.67061 -1.61977 -4.63358
H 7.16766 -0.00873 -4.61389
H 6.52131 -0.52903 -6.08480
H 2.04307 -0.00526 -1.27525
H 3.58489 0.52344 -0.88905
C -0.14740 -4.59985 5.24524
C 0.06883 -4.46089 3.66432
C -1.31458 -4.20906 2.94151
O -1.24605 -4.07437 1.51977
C -2.50074 -3.83003 0.93758
N 0.84482 -3.25059 3.58154
H 0.80009 -4.62834 5.78334
H -0.60098 -5.56839 5.45572
H -0.84040 -3.93204 5.75697
H 0.44933 -5.33388 3.13404
H -1.75768 -3.30575 3.36078
H -1.96670 -5.01810 3.27062
H -2.44111 -3.39066 -0.05816
H -2.98894 -3.05842 1.53288
H -3.16159 -4.68511 1.07976
H 1.68366 -3.33036 4.13839
H 0.42065 -2.43513 4.00012
C 1.47881 4.68015 -0.73453
C 1.69977 3.92982 0.65627
C 0.63871 4.11967 1.72154
O 0.93076 3.55135 3.00229
C -0.21342 3.82676 3.90822
N 1.70150 2.47556 0.37038
H 2.09212 4.28010 -1.54194
H 1.62292 5.76004 -0.76899
H 0.41709 4.79137 -0.95471
H 2.65540 4.26592 1.05865
H -0.35029 3.82228 1.37294
H 0.49053 5.16449 1.99450
H -0.31520 4.91074 3.96061
H -0.03924 3.37185 4.88332
H -1.05983 3.32315 3.44126
H 1.57848 2.09870 1.29933
H 0.80536 2.15277 0.03447
```

Output
HOMO energy: -10.7 eV
relative energy (zero: lowest compared OMol25 entry of this formula, charge and spin): 0.00 kcal/mol
energy: -2370.41185 Ha
frontier orbital gap: 6.78 eV
charge: +1

2.
Computed, not measured: a 10-piece molecular cluster, C28H73BBr2N3O11 overall, with ωB97M-V/def2-TZVPD.

The geometry in XYZ format:
```
118
C28H73BBr2N3O11, DFT ωB97M-V/def2-TZVPD
C 0.13168 -5.65428 6.51530
C 0.95376 -6.51447 5.40537
C 0.01068 -6.71975 4.11736
N 0.63761 -6.37166 2.80052
C 1.18587 -5.02518 2.76546
N 2.53334 -4.60118 3.11528
C 2.85146 -3.19713 2.96976
C 1.49791 -2.64695 2.45336
C 1.32048 -1.10446 2.10317
Br -0.29029 -0.25665 2.88436
C 1.41570 -0.94031 0.48769
C 2.36872 0.26146 0.02461
Br 2.08627 -2.60063 -0.42857
N 0.59312 -3.76853 2.36237
B -0.85937 -3.70026 1.90931
O -1.97148 -3.64595 2.80157
O -1.08539 -3.63885 0.49222
C -1.60716 -4.95652 0.12092
H -0.40485 -6.38697 7.22734
H -0.68218 -4.99708 6.05955
H 0.82765 -5.01664 7.15537
H 1.98628 -6.09040 5.17820
H 1.12262 -7.55590 5.86957
H -0.23848 -7.84819 4.05830
H -1.00679 -6.20004 4.25375
H 1.30946 -7.08355 2.48362
H 3.15620 -5.37020 3.43108
H 3.83512 -2.68272 3.20016
H 2.23109 -0.53039 2.52125
H 0.36813 -0.73406 0.08316
H 2.51784 0.14409 -1.11575
H 1.88692 1.28209 0.20039
H 3.42403 0.16168 0.47631
H -1.69835 -3.75226 3.74132
H -2.68535 -4.79861 -0.24219
H -0.96581 -5.43924 -0.71006
H -1.53773 -5.64107 1.04175
C -4.39930 -1.09972 1.20083
C -4.17988 -1.50522 -0.24343
O -2.78956 -1.52551 -0.54217
H -3.97116 -0.11184 1.39083
H -5.46480 -1.07478 1.44208
H -3.90135 -1.79938 1.87905
H -4.65987 -0.79293 -0.91762
H -4.59620 -2.49912 -0.43803
H -2.37168 -2.16518 0.05253
C -0.35537 4.98810 0.19006
C -0.20712 3.56816 0.69761
O 1.16321 3.17800 0.67142
H 0.02884 5.07258 -0.83016
H -1.40283 5.29821 0.19967
H 0.22161 5.68140 0.80562
H -0.76806 2.87505 0.06612
H -0.57868 3.47861 1.72346
H 1.65156 3.78970 1.23868
C -1.76833 9.60580 0.95351
C -1.61288 8.18615 1.46109
O -0.24198 7.80024 1.43500
H -1.38529 9.69234 -0.06658
H -2.81481 9.91140 0.96347
H -1.19286 10.30252 1.57040
H -2.17110 7.49152 0.82977
H -1.98388 8.09524 2.48720
H 0.24378 8.41349 2.00231
C 0.54291 2.82410 -4.49750
C 0.95059 4.01293 -3.65032
O 0.13613 5.13815 -3.96408
H 0.63853 3.05910 -5.56034
H 1.16305 1.95368 -4.27214
H -0.50565 2.56475 -4.32129
H 1.99124 4.28228 -3.84489
H 0.84579 3.78874 -2.58368
H -0.78102 4.89491 -3.78158
C 4.74003 1.75398 -6.81890
C 3.81435 0.68815 -6.26634
O 2.46374 0.99646 -6.58752
H 4.48264 2.73473 -6.41047
H 5.78165 1.53179 -6.57388
H 4.64212 1.82563 -7.90595
H 3.89907 0.63474 -5.17856
H 4.05908 -0.29530 -6.68055
H 2.39402 1.03366 -7.55060
C 3.28071 7.39439 -5.82741
C 2.70360 6.71517 -7.05361
O 2.37255 5.36442 -6.75671
H 4.17426 6.86754 -5.48215
H 3.54476 8.43248 -6.04380
H 2.56219 7.37878 -5.00258
H 3.43142 6.71339 -7.86778
H 1.80159 7.23100 -7.39775
H 1.72080 5.37475 -6.04079
C 1.42695 -10.48957 6.97643
C 1.65650 -10.89198 5.53283
O 3.04845 -10.91243 5.24292
H 1.85457 -9.50228 7.17185
H 0.35948 -10.46459 7.20935
H 1.91877 -11.19003 7.65698
H 1.18154 -10.17716 4.85624
H 1.24126 -11.88447 5.33305
H 3.46133 -11.55266 5.83763
C -6.44799 12.10533 0.89198
C -5.32321 11.09490 0.78520
O -4.06290 11.75309 0.84575
H -6.38143 12.83957 0.08524
H -7.42184 11.61249 0.84102
H -6.38285 12.65876 1.83334
H -5.37915 10.55988 -0.16520
H -5.37727 10.36272 1.59774
H -4.01676 12.21694 1.69243
C -0.42802 -7.58167 -3.57506
C -0.84313 -8.67878 -2.61424
O -2.25386 -8.85218 -2.65244
H -0.91975 -6.63984 -3.31713
H 0.65438 -7.43264 -3.55288
H -0.72809 -7.82812 -4.59739
H -0.56094 -8.41846 -1.59137
H -0.36454 -9.62851 -2.87293
H -2.49442 -9.09041 -3.55759
```

Output
HOMO energy: -11.0 eV
relative energy (zero: lowest compared OMol25 entry of this formula, charge and spin): 0.00 kcal/mol
energy: -7275.07813 Ha
frontier orbital gap: 7.88 eV
charge: +1